1.
Density functional theory data (ωB97M-V/def2-TZVPD) for a gas-phase ion, C10H14N3O (charge +1).

```
28
Properties=species:S:1:pos:R:3:nbo_charge:R:1
H -3.40 1.26 1.83 0.403
N -3.05 0.92 0.92 -0.607
C -1.84 0.65 0.83 0.438
C -0.75 0.28 1.96 0.024
O -1.35 -0.55 2.89 -0.655
C 0.48 -0.37 1.14 0.075
C 1.37 -1.21 1.70 -0.128
C 2.60 -1.91 1.24 -0.663
N 0.25 0.08 -0.15 -0.153
C 0.81 -0.06 -1.39 0.308
C 2.25 -0.20 -1.57 -0.678
C -0.10 0.38 -2.37 -0.296
C -1.24 0.78 -1.63 0.310
C -2.49 1.42 -2.13 -0.686
N -1.04 0.55 -0.32 -0.192
H -0.37 1.34 2.12 0.213
H -1.18 -0.12 3.73 0.495
H 1.07 -1.39 2.80 0.236
H 2.79 -2.94 1.62 0.260
H 2.42 -1.96 0.18 0.207
H 3.51 -1.27 1.41 0.247
H 2.64 -1.22 -1.87 0.266
H 2.45 0.50 -2.35 0.264
H 2.69 -0.09 -0.58 0.248
H -0.01 0.29 -3.38 0.255
H -3.36 0.77 -1.99 0.275
H -2.79 2.30 -1.40 0.271
H -2.38 1.80 -3.22 0.263
```

Summary:
HOMO energy (eV): -12.784
Net charge: +1
HOMO-LUMO gap (eV): 8.8
SMILES string: [H]/N=C1\[C@@H](O)/C(=C/C)n2c(C)cc(C)[n+]21



2.
Density functional theory data (ωB97M-V/def2-TZVPD) for a gas-phase ion, C10H14N3O (charge +1).

```
28
Properties=species:S:1:pos:R:3:nbo_charge:R:1
C -1.10 2.72 -0.63 -0.012
N -1.18 1.65 0.00 -0.375
C -0.15 0.73 0.25 0.199
C -0.43 -0.57 -0.43 0.258
C -1.32 -1.57 -0.18 -0.302
C -1.10 -2.48 -1.27 0.172
C -1.78 -3.76 -1.51 -0.648
N -0.17 -2.02 -2.05 -0.101
O 0.26 -0.84 -1.56 -0.304
C -0.03 0.48 2.06 -0.309
C 1.47 0.42 2.19 -0.446
C 1.99 1.44 1.18 -0.231
N 1.20 1.23 -0.02 -0.252
C 1.54 1.66 -1.18 0.105
H -1.99 3.32 -0.71 0.218
H -0.18 3.11 -1.11 0.137
H -2.01 -1.67 0.62 0.250
H -1.53 -4.48 -0.73 0.240
H -2.86 -3.62 -1.50 0.238
H -1.48 -4.16 -2.48 0.251
H -0.57 -0.42 2.31 0.239
H -0.48 1.37 2.50 0.226
H 1.80 0.66 3.19 0.259
H 1.83 -0.58 1.93 0.232
H 1.82 2.46 1.55 0.233
H 3.05 1.32 0.96 0.244
H 0.96 1.39 -2.06 0.248
H 2.47 2.20 -1.32 0.231
```

Summary:
HOMO energy (eV): -13.160
Net charge: +1
HOMO-LUMO gap (eV): 8.5
SMILES string: C=N[C@]1(c2cc(C)no2)CCC[N+]1=C



Which one sits at the top of the stability order? 1 does.



1.
Density functional theory data (ωB97M-V/def2-TZVPD) for a gas-phase ion, C4H8N3O (charge +1).

```
16
Properties=species:S:1:pos:R:3:nbo_charge:R:1
C 1.73 -1.26 -0.06 -0.255
O 0.89 -0.34 0.53 -0.478
C -0.22 -0.06 -0.14 0.477
C -1.37 -0.97 0.38 -0.598
N -0.26 -0.12 -1.60 -0.003
N -0.65 0.93 -2.14 -0.146
C -0.86 1.84 -1.17 0.352
N -0.65 1.36 0.00 -0.404
H 2.59 -1.30 0.58 0.228
H 1.85 -0.94 -1.07 0.193
H 1.35 -2.29 -0.01 0.188
H -1.53 -0.80 1.42 0.251
H -1.06 -1.92 0.08 0.251
H -2.24 -0.81 -0.13 0.227
H -1.07 2.85 -1.51 0.267
H -0.83 1.91 0.76 0.450
```

Summary:
HOMO energy (eV): -15.000
Net charge: +1
HOMO-LUMO gap (eV): 8.2
SMILES string: CO[C@]1(C)N=NC=[NH+]1



2.
Density functional theory data (ωB97M-V/def2-TZVPD) for a gas-phase ion, C4H8N3O (charge +1).

```
16
Properties=species:S:1:pos:R:3:nbo_charge:R:1
C -0.88 2.46 -0.11 -0.254
O -0.67 1.05 -0.43 -0.297
N 0.03 0.31 0.35 0.177
N 0.71 0.51 1.43 -0.229
C 1.21 -0.64 1.72 0.204
N 0.93 -1.59 0.83 -0.467
C 0.16 -0.94 -0.07 0.401
C -0.39 -1.45 -1.39 -0.695
H -0.23 3.00 -0.79 0.219
H -0.28 2.54 0.76 0.210
H -1.85 2.69 -0.01 0.219
H 1.76 -0.79 2.57 0.240
H 1.27 -2.50 0.64 0.466
H 0.01 -0.99 -2.21 0.263
H -1.56 -1.23 -1.56 0.280
H -0.21 -2.42 -1.72 0.262
```

Summary:
HOMO energy (eV): -14.390
Net charge: +1
HOMO-LUMO gap (eV): 11.3
SMILES string: COn1nc[nH+]c1C



Which one sits at the top of the stability order? 2 does.



1.
Density functional theory data (ωB97M-V/def2-TZVPD) for 2 unconnected molecules or ions with the total composition C4H8N3O.

```
16
Properties=species:S:1:pos:R:3:nbo_charge:R:1
C 0.98 -1.85 1.62 0.121
C 0.64 0.88 -1.01 -0.055
C -1.06 -0.70 -0.79 -0.002
C -1.46 0.48 -0.30 -0.163
N 0.68 -0.83 2.05 0.178
N 0.34 -0.65 -0.87 -0.628
N -0.33 1.32 -0.03 -0.568
O 0.51 0.37 2.17 -0.461
H 1.58 -2.69 1.41 0.273
H 1.73 1.10 -0.58 0.251
H 0.33 1.22 -1.99 0.226
H -1.60 -1.65 -0.96 0.265
H -2.42 0.90 -0.05 0.252
H 0.76 -1.22 -1.60 0.408
H -0.02 1.05 0.99 0.458
H -0.66 2.28 -0.04 0.445
```

Summary:
HOMO energy (eV): -13.349
Net charge: +1
HOMO-LUMO gap (eV): 10.4



2.
Density functional theory data (ωB97M-V/def2-TZVPD) for a gas-phase ion, C4H8N3O (charge +1).

```
16
Properties=species:S:1:pos:R:3:nbo_charge:R:1
C 1.00 2.27 -1.01 -0.427
N 0.67 1.46 0.19 -0.624
C -0.81 1.40 0.48 -0.141
N -1.29 0.06 0.72 0.097
N -0.55 -0.88 0.60 -0.093
C -0.36 -2.08 0.58 0.559
C -0.24 -3.45 0.10 -0.059
O 0.45 -2.91 1.23 -0.336
H 0.11 2.74 -1.44 0.200
H 1.70 3.13 -0.74 0.227
H 1.40 1.54 -1.82 0.206
H 1.08 0.56 0.28 0.369
H -1.41 1.95 -0.24 0.268
H -0.99 1.91 1.47 0.274
H -1.13 -3.97 0.36 0.234
H 0.36 -3.72 -0.75 0.247
```

Summary:
HOMO energy (alpha / beta) (eV): -13.209 / -13.208
Net charge: +1
HOMO-LUMO gap (alpha / beta) (eV): 7.0 / 7.0
SMILES string: CNCN=[N+]=C1CO1



3.
Density functional theory data (ωB97M-V/def2-TZVPD) for a gas-phase ion, C4H8N3O (charge +1).

```
16
Properties=species:S:1:pos:R:3:nbo_charge:R:1
C 0.59 1.68 0.20 -0.411
N 0.04 0.35 0.21 -0.179
C 0.48 -0.59 -0.80 -0.458
N -0.83 0.09 1.11 -0.123
C -1.56 -0.84 1.46 0.074
N -1.66 -2.21 0.76 -0.656
C -2.16 -3.21 1.29 0.990
O -2.65 -4.06 1.86 -0.275
H 1.67 1.65 0.38 0.214
H 0.40 2.16 -0.76 0.213
H 0.12 2.26 0.99 0.243
H 1.39 -0.19 -1.26 0.256
H 0.74 -1.55 -0.36 0.202
H -0.26 -0.71 -1.59 0.206
H -2.19 -0.78 2.33 0.221
H -1.29 -2.21 -0.18 0.484
```

Summary:
HOMO energy (eV): -12.972
Net charge: +1
HOMO-LUMO gap (eV): 8.1
SMILES string: CN(C)/N=C\[NH+]=C=O



4.
Density functional theory data (ωB97M-V/def2-TZVPD) for 2 unconnected molecules or ions with the total composition C4H8N3O.

```
16
Properties=species:S:1:pos:R:3:nbo_charge:R:1
C 0.39 3.46 1.80 0.541
C 0.50 1.84 0.13 0.566
C -0.90 -2.71 0.10 -0.453
C 0.37 -1.93 -1.81 0.114
N 0.70 3.12 0.43 -0.690
N 0.12 0.81 -0.24 -0.487
N -0.30 -1.82 -0.77 -0.398
O 0.47 2.63 2.63 -0.490
H 0.08 4.50 2.02 0.166
H -0.17 -3.09 0.86 0.263
H -1.74 -2.21 0.61 0.252
H -1.14 -3.63 -0.47 0.238
H 0.50 -2.91 -2.31 0.219
H 0.81 -1.09 -2.36 0.240
H 0.82 3.89 -0.17 0.444
H -0.50 -0.86 -0.43 0.476
```

Summary:
HOMO energy (eV): -14.370
Net charge: +1
HOMO-LUMO gap (eV): 10.0



Which one sits at the top of the stability order? 4 does.



1.
Density functional theory data (ωB97M-V/def2-TZVPD) for C3H4O3 in the gas phase.

```
10
Properties=species:S:1:pos:R:3:nbo_charge:R:1
O -0.08 2.31 -0.04 -0.441
C -0.05 1.13 -0.08 0.538
C 0.62 -0.07 0.36 -0.054
O 1.73 -0.80 -0.14 -0.675
C -0.69 -0.13 -0.45 -0.041
O -1.92 -0.64 0.08 -0.685
H 0.32 -0.30 1.44 0.196
H 2.29 -0.12 -0.60 0.480
H -0.55 -0.26 -1.50 0.207
H -1.68 -1.12 0.94 0.475
```

Summary:
HOMO energy (eV): -9.492
HOMO-LUMO gap (eV): 9.6
SMILES string: O=C1[C@H](O)[C@H]1O



2.
Density functional theory data (ωB97M-V/def2-TZVPD) for C3H4O3 in the gas phase.

```
10
Properties=species:S:1:pos:R:3:nbo_charge:R:1
O -0.37 1.78 -1.15 -0.506
C 0.04 1.07 -0.28 0.416
C 0.19 -0.44 -0.39 -0.075
O 1.57 -0.73 -0.51 -0.680
C -0.90 -0.79 0.78 0.379
O -1.57 0.20 1.00 -0.496
H 0.45 1.44 0.70 0.107
H -0.25 -0.81 -1.33 0.212
H 2.11 -0.02 -0.12 0.477
H -1.28 -1.69 1.31 0.165
```

Summary:
HOMO energy (eV): -9.763
HOMO-LUMO gap (eV): 9.9
SMILES string: O=CC(O)C=O



3.
Density functional theory data (ωB97M-V/def2-TZVPD) for C3H4O3 in the gas phase.

```
10
Properties=species:S:1:pos:R:3:nbo_charge:R:1
O 0.67 1.55 -0.14 -0.497
C 1.24 0.49 -0.10 0.414
C 0.45 -0.82 -0.11 -0.200
O -0.80 -0.50 -0.68 -0.510
C -1.53 0.33 0.13 0.659
O -1.48 0.35 1.33 -0.576
H 2.34 0.45 -0.12 0.126
H 0.96 -1.58 -0.71 0.215
H 0.32 -1.22 0.90 0.233
H -2.17 0.96 -0.50 0.135
```

Summary:
HOMO energy (eV): -10.393
HOMO-LUMO gap (eV): 11.1
SMILES string: O=CCOC=O



Which one sits at the top of the stability order? 3 does.



1.
Density functional theory data (ωB97M-V/def2-TZVPD) for C3H4O3 in the gas phase.

```
10
Properties=species:S:1:pos:R:3:nbo_charge:R:1
O -1.27 2.18 -0.69 -0.495
C -1.02 1.08 -0.25 0.411
C 0.16 0.29 -0.72 -0.078
O -0.04 -1.13 -0.75 -0.469
C 0.83 -0.63 0.21 0.348
O 0.40 -0.69 1.52 -0.707
H -1.63 0.60 0.53 0.128
H 0.70 0.71 -1.57 0.208
H 1.89 -0.87 0.07 0.166
H -0.04 -1.54 1.63 0.488
```

Summary:
HOMO energy (eV): -10.207
HOMO-LUMO gap (eV): 10.9
SMILES string: O=C[C@@H]1O[C@@H]1O



2.
Density functional theory data (ωB97M-V/def2-TZVPD) for C3H4O3 in the gas phase.

```
10
Properties=species:S:1:pos:R:3:nbo_charge:R:1
O 1.79 -0.42 1.04 -0.506
C 0.68 -0.55 0.63 0.416
C 0.12 0.16 -0.59 -0.073
O 0.02 -0.78 -1.64 -0.680
C -1.03 1.00 0.24 0.378
O -0.74 0.97 1.42 -0.496
H -0.06 -1.28 1.04 0.107
H 0.82 0.92 -0.96 0.212
H -0.04 -1.68 -1.29 0.477
H -1.88 1.68 0.03 0.166
```

Summary:
HOMO energy (eV): -9.750
HOMO-LUMO gap (eV): 9.9
SMILES string: O=CC(O)C=O



3.
Density functional theory data (ωB97M-V/def2-TZVPD) for C3H4O3 in the gas phase.

```
10
Properties=species:S:1:pos:R:3:nbo_charge:R:1
O -1.89 0.01 -0.72 -0.521
C -0.78 0.15 -1.14 0.353
C 0.55 0.04 -0.56 -0.144
O 0.85 -0.74 0.58 -0.499
C 0.17 -0.53 1.73 0.646
O -0.62 0.35 1.90 -0.533
H -0.49 0.84 -2.06 0.084
H 1.36 -0.12 -1.26 0.231
H 0.34 1.26 -0.95 0.248
H 0.49 -1.27 2.49 0.136
```

Summary:
HOMO energy (eV): -10.165
HOMO-LUMO gap (eV): 10.8
SMILES string: O=CCOC=O



4.
Density functional theory data (ωB97M-V/def2-TZVPD) for a molecular structure, C3H4O3.

```
10
Properties=species:S:1:pos:R:3:nbo_charge:R:1
O -2.01 -1.48 0.90 -0.535
C -1.07 -0.91 0.45 0.977
O -0.16 -1.43 -0.43 -0.512
C 0.65 -0.58 -1.16 -0.048
C 0.50 0.90 0.39 -0.125
O -0.71 0.35 0.82 -0.495
H 1.23 0.21 -0.39 0.203
H 0.00 0.15 -1.67 0.119
H 1.24 0.91 1.19 0.205
H 0.32 1.87 -0.08 0.210
```

Summary:
HOMO energy (eV): -9.598
HOMO-LUMO gap (eV): 9.9



Which one sits at the top of the stability order? 1 does.



1.
Density functional theory data (ωB97M-V/def2-TZVPD) for 8 unconnected molecules or ions with the total composition C5H26N2O8.

```
41
Properties=species:S:1:pos:R:3:nbo_charge:R:1
C -2.65 -0.28 0.37 -0.622
C -2.05 -0.20 1.83 -0.422
C -0.99 -1.32 1.64 -0.241
N 0.19 -0.67 1.03 -0.683
C 0.91 -1.65 0.14 -0.347
C 2.46 -1.21 0.25 0.681
N 2.97 -0.93 1.51 -0.835
O 3.18 -0.81 -0.65 -0.633
H -1.81 -0.47 -0.41 0.199
H -3.28 -1.15 0.36 0.213
H -2.94 0.64 -0.08 0.210
H -2.81 -0.49 2.64 0.221
H -1.65 0.86 2.12 0.215
H -1.23 -2.34 1.14 0.204
H -0.71 -1.52 2.67 0.192
H -0.05 0.14 0.37 0.383
H 0.72 -1.66 -0.93 0.256
H 0.73 -2.66 0.40 0.216
H 2.35 -0.90 2.24 0.382
H 3.95 -0.60 1.74 0.412
O 2.35 2.49 0.44 -0.962
H 2.35 2.14 1.39 0.519
H 1.87 3.22 0.41 0.464
O 0.52 -1.33 -2.82 -0.977
H 0.53 -2.11 -3.45 0.491
H 0.65 -0.50 -3.27 0.506
O -1.87 -3.43 -0.76 -0.935
H -1.08 -3.02 -1.32 0.474
H -2.12 -2.64 -0.22 0.463
O -0.74 1.88 -2.89 -0.974
H 0.10 1.97 -2.37 0.514
H -0.73 2.67 -3.53 0.479
O 0.99 1.67 2.52 -0.997
H 0.48 1.75 3.42 0.490
H 0.49 1.06 1.93 0.504
O -2.12 3.32 -1.11 -0.969
H -1.59 2.70 -1.68 0.484
H -2.60 2.57 -0.55 0.444
O 1.51 1.06 -1.74 -1.054
H 1.86 0.15 -1.79 0.517
H 1.86 1.62 -1.01 0.519
```

Summary:
HOMO energy (eV): -9.521
HOMO-LUMO gap (eV): 9.8
SMILES string: CCCNCC(N)=O.O.O.O.O.O.O.O



2.
Density functional theory data (ωB97M-V/def2-TZVPD) for 8 unconnected molecules or ions with the total composition C5H26N2O8.

```
41
Properties=species:S:1:pos:R:3:nbo_charge:R:1
C -2.21 -0.32 0.49 -0.754
C -0.79 -0.60 0.51 0.695
O -0.18 -1.09 1.43 -0.697
N -0.08 -0.14 -0.59 -0.447
C 1.31 -0.29 -0.61 -0.427
C -0.73 0.36 -1.83 -0.247
C -1.15 1.76 -1.71 -0.242
N -1.87 2.22 -2.97 -0.855
H -2.70 0.26 -0.34 0.242
H -2.87 -1.15 0.35 0.256
H -2.30 0.14 1.42 0.270
H 1.69 0.42 0.16 0.188
H 1.73 -0.27 -1.60 0.238
H 1.57 -1.24 -0.13 0.212
H -0.05 0.41 -2.74 0.250
H -1.44 -0.56 -2.11 0.219
H -1.71 1.99 -0.82 0.184
H -0.25 2.40 -1.70 0.182
H -2.66 2.97 -2.74 0.369
H -1.22 2.74 -3.61 0.366
O 2.71 3.05 -0.68 -0.930
H 2.69 2.70 0.28 0.474
H 1.72 3.34 -0.73 0.459
O 1.31 -1.59 -3.84 -0.946
H 1.82 -2.23 -4.34 0.471
H 1.33 -2.10 -2.99 0.475
O -1.25 2.81 2.04 -0.941
H -0.55 2.42 1.43 0.478
H -1.95 3.06 1.43 0.460
O 2.25 -2.56 1.59 -0.961
H 1.42 -2.17 1.36 0.481
H 2.60 -1.94 2.29 0.474
O 0.52 -3.49 -1.18 -0.968
H -0.08 -2.82 -1.13 0.476
H 1.30 -3.53 -0.69 0.500
O 0.80 1.36 2.73 -0.990
H 0.34 1.53 3.44 0.488
H 0.78 0.60 2.16 0.501
O -1.65 -1.48 3.91 -0.941
H -1.62 -1.96 3.16 0.469
H -0.75 -1.14 4.12 0.474
```

Summary:
HOMO energy (eV): -9.967
HOMO-LUMO gap (eV): 10.1
SMILES string: CC(=O)N(C)CCN.O.O.O.O.O.O.O



Which one sits at the top of the stability order? 1 does.



1.
Density functional theory data (ωB97M-V/def2-TZVPD) for a gas-phase ion, CHO5S (charge -1).

```
8
Properties=species:S:1:pos:R:3:nbo_charge:R:1
C -0.62 0.16 -0.01 0.057
O 1.18 0.34 1.48 -0.976
O 1.86 -0.92 -0.54 -0.957
O 1.40 1.54 -0.68 -0.989
O -1.25 -0.92 -0.14 -0.156
O -2.51 -1.49 -0.05 -0.486
S 1.20 0.27 0.05 2.346
H -1.26 1.03 -0.10 0.161
```

Summary:
HOMO energy (alpha / beta) (eV): -5.561 / -5.561
Net charge: -1
HOMO-LUMO gap (alpha / beta) (eV): 9.2 / 9.2



2.
Density functional theory data (ωB97M-V/def2-TZVPD) for a molecular structure, CHO5S.

```
8
Properties=species:S:1:pos:R:3:nbo_charge:R:1
C 1.05 -0.42 1.03 0.632
O -1.92 -0.50 -0.43 -0.928
O 2.01 -0.53 1.82 -0.692
O 0.06 -0.08 -1.80 -0.940
O -1.36 1.80 -1.11 -0.917
O 0.26 0.57 0.93 -0.707
S -0.94 0.43 -0.86 2.475
H 0.84 -1.27 0.42 0.077
```

Summary:
HOMO energy (eV): -5.829
Net charge: -1
HOMO-LUMO gap (eV): 9.5



Which one sits at the top of the stability order? 2 does.



1.
Density functional theory data (ωB97M-V/def2-TZVPD) for 2 unconnected molecules or ions with the total composition CHO5S.

```
8
Properties=species:S:1:pos:R:3:nbo_charge:R:1
C -0.11 1.63 1.87 1.071
O -0.49 2.45 1.16 -0.583
O 0.48 1.17 2.75 -0.569
O -1.37 -2.26 0.36 -1.008
O 0.92 -0.84 0.57 -0.946
O -1.30 -0.08 1.41 -1.048
S -0.64 -1.42 1.32 1.645
H 0.35 -0.54 -0.12 0.437
```

Summary:
HOMO energy (eV): -4.679
Net charge: -1
HOMO-LUMO gap (eV): 8.6



2.
Density functional theory data (ωB97M-V/def2-TZVPD) for 2 unconnected molecules or ions with the total composition CHO5S.

```
8
Properties=species:S:1:pos:R:3:nbo_charge:R:1
C -0.91 -1.31 -0.03 0.219
O 0.99 -2.84 0.87 -0.988
O -1.24 -3.84 0.64 -0.968
O 0.07 -3.43 -1.32 -0.994
O -2.30 -1.23 -0.03 -0.296
O -1.48 -0.98 1.12 -0.280
S -0.16 -3.10 0.05 2.377
H -0.62 0.74 -1.38 -0.070
```

Summary:
HOMO energy (alpha / beta) (eV): -5.764 / -4.733
Net charge: -1
HOMO-LUMO gap (alpha / beta) (eV): 8.9 / 7.5



Which one sits at the top of the stability order? 1 does.